Entry from the OMol25 dataset: a 2-piece molecular cluster, C7H20N3 overall (ωB97M-V/def2-TZVPD).

Last column: Mulliken charge in e.
Element x y z (Å)
C (1.621, 1.851, 0.381)  -1.613
C (2.258, -0.581, 0.439)  -1.904
C (-0.173, -0.404, 1.954)  -1.740
C (-1.474, 1.267, -1.159)  -1.203
C (-2.531, 0.294, 0.760)  -1.194
C (1.201, 0.430, -0.050)  1.548
C (-0.155, 0.187, 0.595)  0.653
N (-1.000, -2.245, -0.858)  -0.696
N (-1.280, 0.558, 0.081)  0.332
N (1.101, 0.396, -1.503)  -0.586
H (1.611, 1.947, 1.462)  0.385
H (2.629, 2.046, 0.027)  0.461
H (0.958, 2.597, -0.049)  0.373
H (2.588, -0.390, 1.455)  0.468
H (3.136, -0.492, -0.197)  0.439
H (1.886, -1.599, 0.364)  0.340
H (-0.505, -1.441, 1.899)  0.412
H (-0.864, 0.126, 2.607)  0.464
H (0.810, -0.396, 2.409)  0.346
H (-0.521, 1.531, -1.616)  0.485
H (-2.025, 0.632, -1.856)  0.429
H (-2.072, 2.160, -0.961)  0.389
H (-3.355, 0.463, 0.072)  0.383
H (-2.579, -0.736, 1.111)  0.448
H (-2.661, 0.959, 1.616)  0.380
H (-0.430, -2.993, -0.473)  0.232
H (-1.962, -2.567, -0.792)  0.240
H (-0.789, -2.210, -1.851)  0.237
H (0.883, -0.545, -1.814)  0.190
H (1.989, 0.665, -1.914)  0.302

The calculation puts the molar mass at 146.26 g mol⁻¹. Its relative energy (zero: lowest compared OMol25 entry of this formula, charge and spin) is 1.141 eV. As for the largest force on an atom: 1.28 eV/A. As for the net charge: +1. For the HOMO energy, the calculation gives -13.192 eV.